[1]
Entry from the Open Molecules 2025 dataset: C41H48O10PS2V as an isolated structure at a distorted geometry (ωB97M-V/def2-TZVPD).

```
103
Properties=species:S:1:pos:R:3:mulliken_spin:R:1
V 0.6518 0.7380 0.3359 1.869
C 2.8228 -4.2581 0.3670 0.000
C 1.4375 -3.8338 -0.2309 0.001
C 0.7978 -5.0358 -0.8429 0.000
O 1.7557 -2.7770 -1.2901 -0.002
C 0.7057 -1.9661 -1.7533 0.000
C 0.3734 -1.8949 0.7635 0.101
O 0.6687 -3.2555 0.8669 0.000
C -0.3586 -1.2873 2.0404 -0.040
O -0.2222 0.1280 1.8865 -0.012
C -1.8196 -1.6481 2.1650 -0.001
C -2.1520 -2.9218 2.6713 0.000
C -3.4689 -3.3270 2.8866 0.000
C -4.5323 -2.5065 2.5414 0.000
C -4.2344 -1.2399 1.9478 0.000
C -2.9083 -0.8484 1.7453 -0.024
C 0.2893 -1.6593 3.3494 0.007
C 1.5031 -2.3570 3.5149 0.001
C 2.1927 -2.5340 4.7225 -0.002
C 1.6736 -2.0018 5.9320 0.001
C 0.4273 -1.4054 5.8130 -0.001
C -0.2484 -1.2921 4.5731 0.005
C 1.3082 -0.6241 -2.3653 0.016
O 1.5677 0.2809 -1.3073 0.015
C 2.6884 -0.8839 -3.0338 -0.007
C 2.8603 -1.9486 -3.9281 -0.004
C 4.0885 -2.2766 -4.3999 0.000
C 5.2174 -1.4611 -4.1349 0.000
C 5.0501 -0.3662 -3.3381 0.001
C 3.8186 -0.1306 -2.6767 0.000
C 0.4010 -0.1226 -3.5502 0.004
C -0.1652 -1.0578 -4.4630 0.002
C -0.8539 -0.6133 -5.5928 -0.002
C -1.1324 0.7454 -5.8080 0.001
C -0.6820 1.6463 -4.8563 0.002
C 0.1012 1.2123 -3.7528 0.001
H 3.5683 -4.5554 -0.4386 0.000
H 2.6775 -5.1693 0.9637 0.000
H 3.2330 -3.4822 1.0830 0.000
H 1.4958 -5.4516 -1.5391 0.000
H -0.1428 -4.7782 -1.3518 0.000
H 0.5348 -5.7803 -0.0863 0.000
H 0.2397 -2.4848 -2.6189 0.000
H 2.1754 -1.7016 0.0065 -0.001
H -1.4151 -3.6411 2.9940 0.000
H -3.6031 -4.3447 3.3765 0.000
H -5.5385 -2.8160 2.7753 0.000
H -5.0219 -0.5334 1.7252 0.000
H -2.6125 0.1135 1.3546 0.022
H 1.9494 -2.7506 2.6313 -0.001
H 3.1485 -3.0811 4.6997 0.000
H 2.2002 -1.9148 6.8566 0.000
H -0.0619 -1.0337 6.6830 0.000
H -1.2761 -0.9220 4.5259 0.001
H 2.0693 -2.6506 -4.2170 0.000
H 4.0991 -3.0872 -5.0849 0.000
H 6.1538 -1.6968 -4.6073 0.000
H 5.9053 0.3506 -3.1739 0.000
H 3.8134 0.7277 -1.9822 -0.001
H 0.0712 -2.0960 -4.3886 0.001
H -1.2584 -1.3462 -6.3297 0.000
H -1.5781 1.1330 -6.7498 0.000
H -0.8581 2.7248 -4.9324 0.000
H 0.4297 1.9255 -2.9850 0.005
C 3.4412 2.1674 3.2298 -0.005
O 2.3409 1.3808 2.6662 0.009
C 2.4341 1.2037 1.2862 0.006
O 3.4765 1.2783 0.6715 0.021
H 3.2900 3.2506 3.0284 0.000
H 4.3965 1.8335 2.8304 0.001
H 3.3888 2.0424 4.2946 0.000
C -3.4710 2.7539 1.1808 0.003
C -3.6367 2.3282 -0.2674 -0.001
C -4.8538 2.9798 -0.8744 0.001
O -2.4743 2.7678 -1.1212 0.003
P -1.3239 3.8719 -0.9600 0.028
S -0.7834 4.5127 -2.7205 0.007
S 0.2556 3.0006 0.2252 0.010
O -1.9456 4.9829 -0.0218 0.002
C -1.4447 6.1930 0.6355 -0.001
C -0.2366 6.8764 -0.0584 0.000
C -1.0610 5.9093 2.0485 0.001
H -4.2759 2.2448 1.7568 0.000
H -3.5933 3.8461 1.2393 0.000
H -2.4963 2.4485 1.6189 0.001
H -3.7206 1.2466 -0.3791 0.000
H -4.7776 4.0592 -0.6147 0.000
H -5.7091 2.5646 -0.3901 0.000
H -4.8961 2.8734 -1.9801 0.000
H -2.3173 6.8648 0.5635 0.000
H 0.6936 6.3355 0.1623 0.000
H -0.0159 7.8836 0.3235 0.000
H -0.3334 6.8750 -1.1412 0.000
H -0.1939 5.1959 2.0517 0.000
H -1.9042 5.4742 2.6581 0.000
H -0.7274 6.8307 2.5658 0.000
C -1.7271 -2.3451 -0.8914 0.012
C -0.4110 -1.5588 -0.6487 -0.014
O -0.7328 -0.2304 -0.6807 -0.004
O 1.6330 -1.1761 0.6786 -0.037
H -2.6749 -1.6943 -0.7052 0.001
H -1.8245 -3.2692 -0.2704 0.000
H -1.8077 -2.6762 -1.9780 0.000
```

Properties
**⟨S²⟩**: 2.0112
**Spin multiplicity**: 3
**LUMO (spin up / spin down)**: 0.157 / 0.157 Eh
**HOMO energy (spin up / spin down)**: -0.9 / -1.7 eV
**Orbital gap (spin up / spin down)**: 5.2 / 5.9 eV
**Total charge**: -2

[2]
Entry from the Open Molecules 2025 dataset: one molecule with the formula C18H24N2OS2 at a distorted geometry (ωB97M-V/def2-TZVPD).

```
47
Properties=species:S:1:pos:R:3:nbo_charge:R:1
C -5.3134 -1.3300 0.9861 -0.749
H -5.7918 -1.9235 1.7584 0.228
H -4.8054 -1.9688 0.2733 0.246
H -6.0472 -0.6969 0.4963 0.210
S -4.0806 -0.2997 1.8329 0.174
C -3.0182 0.2992 0.4662 -0.339
C -3.8259 0.9456 -0.6492 -0.420
C -2.8846 1.6262 -1.6389 -0.391
C -1.9089 0.6038 -2.2104 -0.402
C -1.1164 -0.0682 -1.0932 -0.432
H -0.4395 -0.8118 -1.5230 0.213
H -0.5138 0.6670 -0.5577 0.211
C -2.0576 -0.7662 -0.0935 0.247
O -2.8147 -1.7657 -0.7467 -0.749
H -2.2056 -2.4518 -1.0477 0.480
C -1.2658 -1.3816 1.0687 -0.555
H -0.7044 -0.6251 1.6130 0.263
H -1.9485 -1.9023 1.7397 0.256
S -0.0606 -2.6288 0.5147 0.260
C 1.4281 -1.7021 0.5033 0.113
N 1.3887 -0.4472 0.9130 -0.479
C 2.5054 0.2595 0.9301 0.272
C 3.7418 -0.2533 0.5259 -0.082
C 3.7899 -1.5623 0.0834 -0.087
C 2.6169 -2.3179 0.0683 -0.248
C 2.6229 -3.6523 -0.3844 0.270
N 2.6422 -4.7340 -0.7654 -0.288
H 4.7170 -2.0076 -0.2494 0.228
C 4.9059 0.6787 0.5913 -0.423
C 4.5540 2.0061 -0.0980 -0.394
C 3.1709 2.5519 0.3087 -0.396
C 2.4700 1.6852 1.3647 -0.435
H 2.9961 1.7763 2.3191 0.217
H 1.4405 2.0116 1.5103 0.231
H 2.5270 2.5979 -0.5713 0.206
H 3.2647 3.5667 0.6964 0.214
H 5.3311 2.7346 0.1363 0.212
H 4.5744 1.8458 -1.1773 0.207
H 5.7864 0.2359 0.1237 0.221
H 5.1444 0.8720 1.6417 0.213
H -2.4689 -0.1584 -2.7560 0.208
H -1.2209 1.0848 -2.9084 0.206
H -3.4644 2.0801 -2.4446 0.210
H -2.3315 2.4205 -1.1312 0.189
H -4.3980 0.1752 -1.1675 0.215
H -4.5194 1.6708 -0.2191 0.219
H -2.4122 1.0599 0.9672 0.228
```

Properties
**SMILES**: CS[C@@H]1CCCC[C@@]1(O)CSc1nc2c(cc1C#N)CCCC2
**LUMO**: 0.006 Eh
**HOMO energy**: -8.3 eV
**Orbital gap**: 8.5 eV
**Total charge**: 0

[3]
Entry from the Open Molecules 2025 dataset: a 4-piece molecular cluster, C5H16O3 overall at a distorted geometry (ωB97M-V/def2-TZVPD).

```
24
Properties=species:S:1:pos:R:3:nbo_charge:R:1
C -0.4718 -3.8201 0.0079 -0.607
C -0.6050 -2.3513 -0.4009 -0.386
C 0.5642 -1.9490 -1.3175 -0.447
C 0.7152 -0.4753 -1.5365 -0.161
C 0.4145 0.5614 -0.7647 -0.401
H -1.3506 -4.1215 0.5899 0.210
H -0.5262 -4.4933 -0.8516 0.205
H 0.4410 -3.9503 0.5630 0.200
H -1.5589 -2.2019 -0.9140 0.199
H -0.6986 -1.6703 0.4482 0.198
H 0.4121 -2.4183 -2.2901 0.209
H 1.4454 -2.4264 -0.8794 0.212
H 0.9715 -0.2105 -2.5641 0.186
H 0.1174 0.3998 0.2637 0.189
H 0.5543 1.5776 -1.0719 0.194
H 0.8332 -1.0663 3.9526 0.465
H 0.3158 -0.5302 5.2252 0.462
O 0.6215 -0.2443 4.4028 -0.927
H -0.7742 6.0328 1.1248 0.464
H 0.3576 5.0479 1.0597 0.471
O 0.1755 5.9906 0.9675 -0.935
H -0.4238 3.3744 -2.1425 0.465
H -0.8669 4.8074 -2.2672 0.471
O -0.6633 4.1371 -1.6049 -0.935
```

Properties
**SMILES**: C=CCCC.O.O.O
**LUMO**: 0.024 Eh
**HOMO energy**: -9.7 eV
**Orbital gap**: 10.4 eV
**Total charge**: 0

[4]
Entry from the Open Molecules 2025 dataset: a 2-piece molecular cluster, C4H8NS overall at a distorted geometry (ωB97M-V/def2-TZVPD).

```
14
Properties=species:S:1:pos:R:3:nbo_charge:R:1
C -2.0931 -0.3987 -0.1288 0.019
C 2.4351 1.2049 0.0664 -0.328
C 1.6231 -1.2456 -0.2393 -0.379
C 1.7715 0.1136 0.2763 -0.147
N -2.7498 0.6221 0.3281 -0.666
S 0.2101 -0.4666 0.7380 0.208
H -2.5248 -1.4413 0.0247 0.249
H -1.5462 -0.4281 -1.0828 0.238
H 3.4705 1.2740 -0.0353 0.234
H 2.0652 2.1803 0.1062 0.221
H 1.3815 -1.3187 -1.2709 0.237
H 1.9377 -2.0888 0.2687 0.246
H -3.5321 0.4492 0.9174 0.436
H -2.4486 1.5438 0.0313 0.433
```

Properties
**LUMO**: -0.177 Eh
**HOMO energy**: -12.8 eV
**Orbital gap**: 8.0 eV
**Total charge**: +1

[5]
Entry from the Open Molecules 2025 dataset: C35H35F6HfN7OP2S3Sb as an isolated structure (ωB97M-V/def2-TZVPD).

```
91
Properties=species:S:1:pos:R:3:mulliken_charge:R:1
Hf 1.5080 -0.6151 0.4402 1.318
N 1.4818 1.7589 -2.3464 0.376
C 1.6564 0.5260 -2.8151 -0.112
N 1.6230 0.3975 -4.1410 -0.680
C 1.9492 -0.7913 -4.6173 0.175
N 1.8821 -0.9940 -5.9378 -0.341
N 2.3822 -1.8171 -3.8587 -0.770
C 2.3276 -1.6198 -2.5677 0.380
N 1.8846 -0.5068 -1.9441 0.294
C 2.8572 -2.7350 -1.7460 0.427
C 3.5506 -3.7646 -2.3617 -1.004
C 4.0458 -4.7957 -1.5864 -0.577
C 3.8160 -4.7637 -0.2231 -1.334
C 3.1131 -3.6991 0.3081 -0.384
N 2.6452 -2.6901 -0.4301 0.182
H 1.5207 2.4759 -3.0572 0.348
H 1.9428 2.0291 -1.4785 -0.490
H 1.6906 -0.2165 -6.5439 0.277
H 2.2247 -1.8589 -6.3170 0.251
H 3.6873 -3.7324 -3.4309 0.557
H 4.5979 -5.6088 -2.0374 0.459
H 4.1652 -5.5490 0.4314 0.492
H 2.9214 -3.6590 1.3658 0.514
C 3.2260 0.1217 3.8639 -1.528
N 2.2633 -0.8231 3.2822 0.777
C 2.8686 -2.1523 3.4743 -1.526
C 1.0105 -0.7767 4.0457 -1.513
C 0.3278 0.5715 4.1373 0.987
C -0.5069 0.7462 5.2430 -0.980
C -1.2008 1.9212 5.4653 -0.899
C -1.0608 2.9796 4.5786 -0.753
C -0.2502 2.8307 3.4700 -0.939
C 0.4302 1.6333 3.2331 0.782
H 3.3986 -0.1274 4.9183 0.400
H 2.8681 1.1441 3.8132 0.499
H 4.1721 0.0394 3.3311 0.391
H 3.2431 -2.2582 4.4991 0.638
H 3.7096 -2.2613 2.7895 0.183
H 2.1383 -2.9374 3.3086 0.437
H 1.2081 -1.1038 5.0768 0.781
H 0.3177 -1.5058 3.6214 0.415
H -0.6016 -0.0679 5.9523 0.476
H -1.8353 2.0146 6.3363 0.427
H -1.5814 3.9125 4.7461 0.446
H -0.1446 3.6389 2.7582 0.467
S 3.4864 3.3535 -0.7133 -0.530
Sb 3.9179 2.1863 1.1491 0.492
S 1.3200 1.6130 1.6904 -0.380
S 3.9086 -0.1756 0.4364 -0.481
F 0.9713 -2.5505 1.4864 -0.526
P -0.6291 -2.8294 0.8893 2.019
F -0.1591 -4.2093 0.3140 -0.432
F -0.8294 -1.3041 1.4572 -0.244
F -2.0637 -2.8739 0.2814 -0.303
F -0.0153 -2.0870 -0.5002 -0.238
F -1.0258 -3.4336 2.2821 -0.399
O -0.2966 0.4922 -0.3330 2.118
P -1.6214 0.9442 -0.9243 1.951
C -2.0906 -0.0446 -2.3504 0.430
C -2.8541 -1.1994 -2.1811 -0.772
C -3.1201 -2.0204 -3.2657 -0.906
C -2.6333 -1.6902 -4.5223 -0.730
C -1.8790 -0.5381 -4.6989 -0.791
C -1.6076 0.2845 -3.6177 -0.554
C -2.9560 0.8404 0.2708 0.437
C -4.2672 0.9981 -0.1880 -0.780
C -5.3168 1.0276 0.7124 -0.824
C -5.0646 0.9103 2.0749 -0.720
C -3.7645 0.7709 2.5333 -0.962
C -2.7078 0.7400 1.6336 0.676
C -1.5952 2.6750 -1.4081 0.816
C -2.4419 3.1536 -2.4063 -0.732
C -2.4635 4.5089 -2.7034 -0.808
C -1.6443 5.3868 -2.0079 -0.623
C -0.8091 4.9138 -1.0038 -1.018
C -0.7917 3.5632 -0.6953 -0.419
H -3.2375 -1.4582 -1.2044 0.463
H -3.7083 -2.9177 -3.1287 0.487
H -2.8507 -2.3281 -5.3689 0.441
H -1.5076 -0.2760 -5.6809 0.492
H -1.0289 1.1853 -3.7622 0.403
H -4.4692 1.0908 -1.2478 0.374
H -6.3310 1.1422 0.3548 0.449
H -5.8863 0.9344 2.7781 0.419
H -3.5653 0.6871 3.5934 0.499
H -1.6954 0.6432 1.9968 -0.132
H -3.0737 2.4742 -2.9636 0.386
H -3.1188 4.8766 -3.4814 0.448
H -1.6587 6.4415 -2.2476 0.420
H -0.1610 5.5929 -0.4661 0.495
H -0.1380 3.1954 0.0872 0.267
```

Properties
**LUMO**: -0.109 Eh
**HOMO energy**: -10.2 eV
**Orbital gap**: 7.2 eV
**Total charge**: +1

ΔE to the lowest compared entry with this formula, charge and spin (kJ/mol)
0.0 0.0 94.0 243.4 4.1